Record 1
Formula: C37H53HgN4O2P2
Source: the Open Molecules 2025 dataset
Level of theory: wB97M-V/def2-TZVPD

HOMO-LUMO gap: 5.74 eV
Net charge: +1
Highest occupied orbital energy: -8.52 eV
LUMO level: -2.78 eV

Cartesian coordinates (Å):
C 2.12573 -2.02099 -1.48236
C 2.20248 0.23475 -2.18922
C 3.03531 -2.39109 -2.49749
C 2.95473 -0.12943 -3.34986
C 3.44115 -1.42897 -3.45479
H 3.45156 -3.40719 -2.44756
H 3.18869 0.64665 -4.08887
H 4.10541 -1.73206 -4.27732
N 1.70612 -0.74608 -1.37389
P -0.00361 -2.56759 0.38062
P 1.25763 2.16492 -0.39036
C 1.62555 -3.01773 -0.39150
H 1.49220 -4.00634 -0.86142
H 2.39391 -3.07619 0.41083
C 1.89633 1.63152 -1.99572
H 1.53507 2.06599 -2.93682
C -0.18960 3.55054 -0.46501
C 3.00204 2.89775 -0.01521
C -1.12484 -3.54738 -0.80882
C 0.21336 -3.42622 2.04691
C -1.56270 3.16403 0.12565
H -1.52715 3.02138 1.21378
H -2.25209 4.00925 -0.06330
H -1.99170 2.26809 -0.33390
C 0.22890 4.78171 0.34654
H 0.30596 4.53062 1.41346
H 1.17325 5.22122 0.01467
H -0.54059 5.56701 0.26071
C -0.37799 3.88095 -1.94856
H -1.14968 4.66564 -2.05089
H 0.54953 4.24163 -2.41741
H -0.73355 2.99362 -2.49282
C 3.07105 3.65266 1.31172
H 2.74644 3.03592 2.15831
H 4.12228 3.93285 1.44995
H 2.48537 4.57307 1.31390
C 3.95272 1.69565 0.06329
H 3.63813 0.97368 0.82751
H 4.05701 1.18514 -0.89824
H 4.94571 2.06016 0.34802
C 3.38453 3.80171 -1.20880
H 2.98948 3.42186 -2.16463
H 3.01584 4.81938 -1.07735
H 4.47622 3.81769 -1.31203
C -1.18764 -3.55421 2.66126
H -1.07629 -3.86577 3.70979
H -1.71751 -2.59005 2.64697
H -1.80266 -4.31264 2.15566
C 1.06847 -2.46470 2.90626
H 2.01616 -2.21075 2.40762
H 0.50584 -1.54183 3.10578
H 1.30182 -2.94822 3.86778
C 0.89493 -4.80988 1.99509
H 0.95201 -5.18778 3.02865
H 0.31556 -5.53784 1.41495
H 1.91866 -4.76208 1.60147
C -0.74231 -3.25916 -2.28747
H -1.61717 -3.47755 -2.92162
H -0.48040 -2.20133 -2.40963
H 0.09234 -3.90551 -2.60651
C -2.52317 -2.98702 -0.51733
H -2.52395 -1.89201 -0.61846
H -3.21208 -3.40529 -1.26553
H -2.86984 -3.26897 0.48925
C -1.13983 -5.08201 -0.61169
H -0.13844 -5.53573 -0.63980
H -1.66122 -5.39233 0.30667
H -1.70568 -5.50002 -1.46386
Hg 0.20534 0.00142 0.50499
C 4.58847 0.00261 3.78919
O 3.61581 -0.08873 4.37483
N -1.96140 0.06348 -1.45476
C -2.46712 0.32011 -2.48812
C -2.57613 0.69357 -3.86712
C -3.79991 0.62524 -4.52923
C -1.39780 1.16145 -4.50183
C -3.78883 0.76761 -5.91176
H -4.72795 0.52145 -3.97146
C -1.41933 1.33243 -5.88784
H -0.47622 1.36592 -3.90430
C -2.60819 1.08818 -6.60723
H -4.71410 0.60687 -6.46504
H -0.49648 1.64829 -6.38332
H -2.57454 1.15934 -7.71631
N -2.57148 1.30961 7.38896
C -3.30513 1.04057 6.26338
O -4.52608 1.12173 6.22738
C -2.51154 0.72924 5.02602
C -1.14184 0.99805 4.90790
C -0.51347 0.82562 3.67318
N -1.16816 0.35163 2.59111
C -2.48309 0.06598 2.70051
C -3.18941 0.28227 3.87986
H -3.09772 1.42776 8.23843
H -1.62563 0.98698 7.48648
H -0.54747 1.38887 5.73533
H 0.54380 1.08742 3.54515
H -2.98439 -0.32212 1.80942
H -4.26381 0.12008 3.89917

Record 2
Formula: C37H53N2O2PRe
Source: the Open Molecules 2025 dataset
Level of theory: wB97M-V/def2-TZVPD

HOMO-LUMO gap (alpha / beta): 6.47 / 5.33 eV
2S+1: 4
Net charge: +4
Highest occupied orbital energy (alpha / beta): -19.49 / -19.49 eV
LUMO level (alpha / beta): -13.02 / -14.16 eV

Cartesian coordinates (Å):
Re -0.62628 0.20774 -0.31078
N 0.10894 0.21726 1.68082
C 1.59611 0.18656 1.68099
C 2.35863 0.21807 2.81333
C 3.76494 0.15921 2.69356
C 4.35893 0.07118 1.46157
C 3.57091 0.03872 0.28374
C 4.09388 -0.05169 -1.02565
C 3.24600 -0.08876 -2.11694
C 1.87754 -0.03128 -1.91654
N 1.35256 0.06239 -0.68042
C 2.17710 0.09688 0.42407
H -0.21994 1.04546 2.18695
H -0.24477 -0.59741 2.19310
H 1.90487 0.28316 3.79745
H 4.36930 0.18025 3.59041
H 5.43813 0.02099 1.37447
H 5.16898 -0.09469 -1.16713
H 3.62719 -0.16607 -3.12612
H 1.18907 -0.06765 -2.75488
O -1.17310 -1.61425 -0.66127
P -2.70341 -2.03947 -0.93620
C -2.65894 -2.99143 -2.46081
C -4.03126 -3.35985 -3.06515
C -3.82868 -4.47964 -4.08688
C -3.35474 -5.78246 -3.41725
C -2.55230 -5.53401 -2.12949
C -1.74892 -4.23864 -2.20255
C -3.25016 -2.99925 0.48790
C -2.93922 -2.26229 1.82313
C -4.16259 -1.54202 2.38708
C -5.28686 -2.54482 2.70871
C -5.24409 -3.78743 1.80462
C -4.72860 -3.46446 0.40155
C -3.35475 -0.31744 -0.95710
C -2.65080 0.51201 -2.06990
C -3.33102 0.43070 -3.44033
C -4.78893 0.87908 -3.28659
C -5.53369 0.00978 -2.27955
C -4.85534 0.03922 -0.91239
H -2.14126 -2.33260 -3.16944
H -4.47452 -2.49515 -3.55277
H -4.73136 -3.69758 -2.29941
H -3.11178 -4.14764 -4.84358
H -4.76312 -4.64398 -4.61993
H -2.75576 -6.35449 -4.12444
H -4.20671 -6.42321 -3.19398
H -1.86383 -6.35919 -1.95461
H -3.21500 -5.52006 -1.25794
H -1.04014 -4.30440 -3.02947
H -1.14174 -4.11780 -1.30075
H -2.59372 -3.87426 0.41422
H -2.10012 -1.56395 1.68596
H -2.59269 -3.00251 2.54553
H -4.51530 -0.78942 1.67270
H -3.88719 -0.99561 3.29022
H -6.25257 -2.04649 2.62497
H -5.21431 -2.85642 3.74965
H -6.23478 -4.23016 1.72560
H -4.60751 -4.55996 2.24253
H -5.36863 -2.69970 -0.04851
H -4.79971 -4.34865 -0.22806
H -2.94868 0.01109 0.04510
H -1.55771 0.17554 -2.25823
H -2.63114 1.56078 -1.76482
H -3.28830 -0.58411 -3.83757
H -2.80158 1.07161 -4.14592
H -5.27290 0.83800 -4.26176
H -4.81560 1.92451 -2.96038
H -5.60214 -1.01351 -2.64611
H -6.55722 0.36448 -2.15805
H -5.37588 -0.59312 -0.19790
H -4.91392 1.06000 -0.51895
C -3.97592 7.76412 -1.09600
C -3.08419 6.58339 -1.06292
C -3.08849 5.71241 0.05719
C -2.31358 4.59880 0.10813
C -2.32211 3.75891 1.35516
C -1.45005 4.30463 -1.03617
C -0.68756 3.18696 -1.14618
O -0.67980 2.15056 -0.28992
C -1.37324 5.25312 -2.15131
C -0.42391 5.07892 -3.30671
C -2.20151 6.33534 -2.13280
H -4.79569 7.69319 -0.38597
H -4.35094 7.95191 -2.10252
H -3.38699 8.65404 -0.83191
H -3.71610 5.96514 0.90336
H -2.91150 4.24345 2.12899
H -1.30803 3.62101 1.73677
H -2.75608 2.77137 1.17339
H 0.02920 3.12552 -1.95828
H 0.60545 5.26738 -2.98625
H -0.65100 5.79751 -4.08967
H -0.46480 4.08522 -3.75507
H -2.17616 7.03760 -2.95750

Record 3
Formula: C37H53N3NiSi2
Source: the Open Molecules 2025 dataset
Level of theory: wB97M-V/def2-TZVPD

HOMO-LUMO gap (alpha / beta): 6.62 / 6.07 eV
Highest occupied orbital energy (alpha / beta): -7.08 / -6.52 eV
LUMO level (alpha / beta): -0.46 / -0.45 eV

Cartesian coordinates (Å):
Ni 0.34772 0.64548 0.42649
N 0.33919 0.36519 2.44668
C 1.62806 0.20192 3.06501
C 1.80558 -0.05551 4.39424
C 3.10551 -0.14915 4.93732
C 4.20436 0.04127 4.15003
C 4.05064 0.32562 2.77256
C 5.13074 0.59712 1.90006
C 4.87726 0.91183 0.59800
C 3.54093 0.91492 0.14302
N 2.51867 0.63316 0.91087
C 2.75541 0.37746 2.22628
H -0.23349 1.00164 2.98964
H -0.15650 -0.52344 2.38676
H 0.94369 -0.17918 5.03847
H 3.22123 -0.35839 5.99191
H 5.20122 -0.00910 4.56838
H 6.14302 0.57279 2.28391
H 5.67259 1.15127 -0.09329
H 3.31628 1.14888 -0.89165
C 0.47244 0.40728 -1.48142
Si -0.02366 -1.34666 -1.85960
C -1.37881 -1.96164 -0.67210
N -1.03676 -1.82407 0.75184
C -2.23175 -1.67175 1.58434
C -3.02570 -2.96393 1.76057
C -2.09707 -4.11552 2.20303
C -0.67959 -3.61321 2.46592
C -0.14228 -2.90138 1.22903
C -0.75800 -1.58143 -3.58587
C -2.08163 -1.22653 -3.86020
C -2.62038 -1.35927 -5.13178
C -1.83985 -1.85193 -6.16724
C -0.52239 -2.20821 -5.92139
C 0.00720 -2.07356 -4.64552
C 1.37409 -2.61708 -1.73978
C 1.11410 -3.96007 -2.03356
C 2.08272 -4.93849 -1.87785
C 3.34987 -4.59448 -1.42237
C 3.63790 -3.26818 -1.14227
C 2.65690 -2.29753 -1.30658
H -0.16507 1.03084 -2.10844
H 1.49307 0.59186 -1.84485
H -1.68783 -2.99099 -0.91745
H -2.25265 -1.33403 -0.86377
H -2.84170 -0.88376 1.13955
H -1.94308 -1.29460 2.57309
H -3.52169 -3.21459 0.82095
H -3.81995 -2.79619 2.49193
H -2.04574 -4.87340 1.41654
H -2.49346 -4.61720 3.08714
H -0.01428 -4.44505 2.70542
H -0.66157 -2.95196 3.33878
H -0.02136 -3.64689 0.43699
H 0.86433 -2.50532 1.41652
H -2.71305 -0.83320 -3.07241
H -3.64957 -1.07688 -5.31502
H -2.25668 -1.95764 -7.16056
H 0.09437 -2.59263 -6.72399
H 1.03791 -2.36147 -4.47275
H 0.13125 -4.24751 -2.39373
H 1.85353 -5.97060 -2.11232
H 4.10879 -5.35629 -1.29619
H 4.62604 -2.98743 -0.79785
H 2.89549 -1.26798 -1.09180
C -2.30158 2.32379 1.95904
Si -1.10191 2.43742 0.46382
C -2.33010 2.81591 -0.99541
C -2.91211 1.47988 -1.46888
C -1.66549 3.51636 -2.18563
C -3.51551 3.68823 -0.55964
C 0.01499 3.97209 0.85005
C 0.65192 3.74891 2.22893
C 1.15519 4.08821 -0.16657
C -0.75299 5.29503 0.88999
H -2.79695 3.27520 2.16606
H -1.83210 2.02250 2.89732
H -3.08574 1.59122 1.75119
H -2.12887 0.78507 -1.76031
H -3.57066 1.63566 -2.33148
H -3.50862 1.00496 -0.68392
H -0.77262 3.00552 -2.54165
H -1.38112 4.53967 -1.93483
H -2.36959 3.57410 -3.02387
H -4.06700 3.24967 0.27210
H -4.21817 3.79316 -1.39436
H -3.20778 4.69255 -0.26624
H 1.25942 2.84015 2.24359
H -0.09654 3.67762 3.02212
H 1.31199 4.58696 2.47975
H 1.74526 3.16977 -0.19313
H 1.82302 4.91485 0.10410
H 0.79302 4.27397 -1.17779
H -1.62030 5.25212 1.55261
H -1.10424 5.58919 -0.10001
H -0.10143 6.09702 1.25537